[1]
Formula: C26H51Cl3N2O3PPtSi
Source: OMol25
Level of theory: the ωB97M-V functional and the def2-TZVPD basis

Positions of all 88 atoms, in Å:
C1 -2.76 -1.73 -5.19
C2 -2.20 -2.15 -3.87
H1 -1.96 -1.37 -5.87
H2 -3.47 -0.94 -5.16
H3 -3.23 -2.53 -5.74
C3 -1.51 -3.32 -3.91
C4 -0.92 -3.98 -5.11
H4 -1.32 -3.90 -3.03
H5 -0.25 -3.35 -5.74
H6 -1.72 -4.36 -5.79
H7 -0.34 -4.85 -4.78
Pt1 1.39 0.06 1.12
Cl1 -0.83 0.59 0.83
Cl2 -1.27 3.20 -0.72
H8 2.27 5.54 2.26
H9 -1.73 6.04 1.64
C5 1.63 5.81 1.41
C6 -0.80 6.27 1.10
N1 0.26 5.45 1.68
H10 2.01 5.28 0.51
C7 -0.02 4.35 2.40
O1 0.85 3.63 2.93
H11 -0.94 6.05 0.03
H12 -1.10 4.15 2.50
H13 1.69 6.88 1.22
H14 -0.54 7.33 1.22
H15 3.53 -0.21 -2.47
H16 2.72 -2.74 -2.36
C8 4.40 -0.54 -1.86
C9 3.70 -2.85 -1.85
N2 4.07 -1.70 -1.02
H17 4.77 0.28 -1.27
C10 3.56 -1.72 0.24
O2 3.36 -0.74 0.99
H18 3.66 -3.73 -1.21
H19 3.25 -2.71 0.54
H20 5.17 -0.90 -2.54
H21 4.49 -2.97 -2.59
O3 -2.26 -0.03 -2.32
C11 -2.67 -1.48 -2.55
C12 -0.90 -2.45 -1.23
C13 -2.24 -2.21 -1.31
H22 -0.27 -1.98 -1.98
C14 -0.34 -3.32 -0.29
H23 -3.77 -1.69 -2.65
C15 -3.06 -2.63 -0.22
H24 0.73 -3.53 -0.31
C16 -1.18 -3.95 0.64
C17 -2.52 -3.55 0.71
H25 -4.09 -2.28 -0.15
H26 -0.78 -4.71 1.31
H27 -3.14 -3.94 1.52
Si1 -1.79 1.65 -2.39
Cl3 1.44 -0.58 -0.98
C18 0.19 2.33 -2.67
C19 -3.51 2.54 -2.16
C20 -1.54 1.58 -4.25
H28 0.76 2.51 -1.74
H29 0.29 3.31 -3.22
H30 0.85 1.65 -3.23
H31 -0.67 0.93 -4.45
H32 -1.42 2.55 -4.77
H33 -2.45 1.08 -4.63
H34 -3.84 2.45 -1.11
H35 -4.24 1.98 -2.80
H36 -3.58 3.63 -2.47
C21 0.63 -2.72 4.21
C22 0.05 -1.64 3.31
P1 0.91 0.03 3.28
C23 -0.35 1.05 4.04
C24 -0.95 0.72 5.42
C25 2.53 0.03 4.15
C26 2.55 0.61 5.53
H37 0.02 -3.63 4.10
H38 0.63 -2.46 5.29
H39 1.66 -3.00 3.91
H40 0.02 -2.01 2.27
H41 -0.96 -1.41 3.60
H42 0.06 2.07 4.05
H43 -1.19 1.07 3.32
H44 -0.20 0.45 6.18
H45 -1.50 1.58 5.80
H46 -1.68 -0.11 5.37
H47 2.90 -1.00 4.14
H48 3.21 0.60 3.50
H49 2.04 -0.01 6.25
H50 3.59 0.69 5.86
H51 2.13 1.61 5.57

The total charge is -1. The highest occupied orbital energy (spin up / spin down) comes out at -3.1 / -3.2 eV. The spin multiplicity is 3. As for the calculated total energy: -94890.3669 eV. As for the expectation value of S²: 2.01. The value obtained for the LUMO energy (spin up / spin down) is 2.2 / 1.1 eV. The gap between HOMO and LUMO (spin up / spin down) is 5.217 / 4.306 eV.

***

[2]
Formula: C21H25N2S
Source: OMol25
Level of theory: the ωB97M-V functional and the def2-TZVPD basis

Positions of all 49 atoms, in Å:
C1 1.72 -1.42 2.84
C2 0.36 -1.76 2.34
N1 -0.60 -0.64 2.50
C3 -2.00 -0.97 2.34
C4 -2.69 0.38 2.38
N2 -1.61 1.34 2.26
C5 -0.40 0.69 2.37
S1 1.18 1.35 2.45
C6 2.19 -0.18 2.12
H1 1.73 -1.28 3.92
H2 2.38 -2.27 2.66
H3 0.45 -1.99 1.26
H4 -0.10 -2.63 2.80
H5 -2.17 -1.47 1.37
H6 -2.31 -1.66 3.15
H7 -3.40 0.49 1.55
H8 -3.21 0.49 3.35
H9 3.13 0.17 2.56
H10 2.34 -0.40 1.05
C7 0.31 5.03 -2.91
C8 -0.33 4.62 -1.60
C9 0.41 4.60 -0.42
C10 -0.13 4.16 0.79
C11 -1.39 3.55 0.85
C12 -1.88 2.96 2.21
C13 -3.39 3.42 2.56
C14 -3.68 3.26 3.91
C15 -4.98 3.36 4.41
C16 -6.05 3.75 3.59
C17 -7.47 3.70 4.12
C18 -5.71 4.20 2.31
C19 -4.36 4.20 1.84
C20 -2.19 3.68 -0.29
C21 -1.67 4.21 -1.49
H11 -0.41 5.14 -3.72
H12 0.88 5.96 -2.84
H13 1.05 4.27 -3.22
H14 1.46 4.89 -0.48
H15 0.47 4.31 1.70
H16 -1.30 3.43 3.00
H17 -2.89 2.96 4.60
H18 -5.19 3.01 5.42
H19 -8.21 3.76 3.31
H20 -7.64 2.76 4.66
H21 -7.70 4.50 4.84
H22 -6.54 4.50 1.66
H23 -4.19 4.77 0.92
H24 -3.26 3.40 -0.27
H25 -2.29 4.24 -2.40

The total charge is +1. For the energy above the lowest of the compared OMol25 structures with the same formula, charge and spin, the calculation gives 34.55 kcal/mol. The highest occupied orbital energy comes out at -11.4 eV. As for the calculated total energy: -35991.4378 eV. The value obtained for the LUMO energy is -2.7 eV. The gap between HOMO and LUMO is 8.746 eV.